1.
A cluster of 2 separate species, C3H9PSi in total. Source: OMol25; level of theory: ωB97M-V/def2-TZVPD.

Last column: Mulliken charge in e.
Geometry (Å):
P -2.1520 1.4423 0.7169  -0.04
Si 1.8026 1.0502 -0.0217  0.32
C 0.8253 -0.6046 0.0595  -0.13
C 0.7114 -1.8800 -0.7516  -0.64
C -0.0763 -1.4804 0.4668  -0.15
H 0.8258 2.0894 0.6770  -0.10
H -3.5435 1.2933 1.0053  0.06
H -0.9540 -1.6531 1.0052  0.45
H -2.3505 1.6628 -0.5285  0.03
H 1.6396 -2.6364 -0.7175  0.15
H 2.0753 1.8153 -1.3426  -0.07
H 0.3764 -1.8271 -1.7684  0.22
H 3.1176 0.6505 0.6391  -0.07
H -2.2977 0.0777 0.5605  -0.04

Properties
relative energy (zero: lowest compared OMol25 entry of this formula, charge and spin): 2.422 eV
frontier orbital gap: 10.184 eV
spin multiplicity: 1
LUMO level: 0.87 eV
charge: 0



2.
A cluster of 2 separate species, C3H9S in total. Source: OMol25; level of theory: ωB97M-V/def2-TZVPD.

Last column: Mulliken charge in e.
Geometry (Å):
S -3.1484 2.7180 1.6466  -0.93
C 0.6880 -0.6345 -0.8972  -0.32
C -0.4864 -1.5491 -0.3286  -0.96
C 1.5657 0.3017 0.0529  -0.90
H 1.2672 -1.2046 -1.6269  0.33
H 1.4525 1.3348 -0.4713  0.23
H -2.6195 3.7244 2.4283  -0.06
H 0.1495 0.1610 -1.5635  0.18
H -1.3666 -0.9390 0.0089  0.27
H -0.8097 -2.2450 -1.1828  0.26
H 2.5642 -0.0289 0.4730  0.28
H -0.2652 -2.1812 0.5278  0.30
H 1.0087 0.5422 0.9330  0.33

Properties
relative energy (zero: lowest compared OMol25 entry of this formula, charge and spin): 1.048 eV
frontier orbital gap: 5.937 eV
spin multiplicity: 1
LUMO level: 3.57 eV
charge: -1



3.
A cluster of 2 separate species, C3H9S in total. Source: OMol25; level of theory: ωB97M-V/def2-TZVPD.

Last column: Mulliken charge in e.
Geometry (Å):
S -0.2510 0.1913 0.8080  -0.09
C 1.5009 0.5792 0.5597  -0.38
C 1.9761 0.2539 -0.8454  -1.01
C -2.6979 -1.0176 -0.9620  -1.01
H -3.4759 -1.4366 -1.6098  0.27
H 3.0686 0.3351 -1.0025  0.33
H -3.0287 -0.1866 -0.3672  0.25
H -1.8515 -0.6542 -1.5730  0.23
H 1.4385 0.8779 -1.5934  0.28
H -2.3059 -1.8032 -0.3054  0.25
H 1.6710 -0.7912 -1.0352  0.29
H 1.7476 1.6455 0.7033  0.28
H 2.0778 0.0606 1.3409  0.31

Properties
relative energy (zero: lowest compared OMol25 entry of this formula, charge and spin): 0.000 eV
frontier orbital gap (alpha / beta): 10.314 / 6.949 eV
spin multiplicity: 2
LUMO level (alpha / beta): 1.04 / -1.92 eV
charge: 0



4.
A structure of composition C3H9S3. Source: OMol25; level of theory: ωB97M-V/def2-TZVPD.

Last column: Mulliken charge in e.
Geometry (Å):
S 0.6168 -1.6986 0.3683  -0.58
S -1.1042 0.4222 0.6774  0.03
S -2.0883 2.3825 0.5926  -0.43
C -0.3830 0.5705 2.3298  -0.90
C 0.4723 -1.4388 -1.4113  -0.55
C 1.4226 -0.3608 -1.9449  -0.87
H -0.9471 1.3050 2.8921  0.39
H 1.1617 0.6018 -1.5045  0.21
H 2.4450 -0.5933 -1.6591  0.25
H 0.6627 -2.3763 -1.9374  0.27
H 1.3642 -0.2621 -3.0376  0.32
H -0.5493 -1.1606 -1.6808  0.25
H 0.6588 0.8637 2.2604  0.25
H -3.2397 2.1338 1.2344  0.08
H -0.4924 -0.3889 2.8207  0.27

Properties
relative energy (zero: lowest compared OMol25 entry of this formula, charge and spin): 0.298 eV
frontier orbital gap: 6.152 eV
spin multiplicity: 1
LUMO level: 3.23 eV
charge: -1



5.
A structure of composition C3HAgO. Source: OMol25; level of theory: ωB97M-V/def2-TZVPD.

Last column: Mulliken charge in e.
Geometry (Å):
Ag -2.9024 -0.5211 -0.1534  0.93
O -0.4413 0.3637 0.0039  -0.42
C 0.7340 0.2501 -0.2022  0.53
C 2.3184 0.9931 -0.0579  0.06
C 1.9791 -0.2115 0.2398  -0.50
H 2.8812 1.9083 -0.2095  0.40

Properties
frontier orbital gap (alpha / beta): 4.924 / 8.479 eV
spin multiplicity: 2
LUMO level (alpha / beta): -6.69 / -6.70 eV
charge: +1



6.
A structure of composition C3HAlFO2. Source: OMol25; level of theory: ωB97M-V/def2-TZVPD.

Last column: Mulliken charge in e.
Geometry (Å):
Al 2.8947 0.2557 -0.1902  0.96
F -1.9027 0.8971 -0.5767  -0.02
O 0.4999 -1.2121 0.0119  -0.03
O 0.2545 0.9172 0.1987  0.03
C 1.1173 0.0142 0.0002  0.81
C -0.8211 -1.1307 0.1523  0.31
C -1.0697 0.3142 0.2486  0.61
H -1.4277 -0.0389 1.3662  0.34

Properties
relative energy (zero: lowest compared OMol25 entry of this formula, charge and spin): 2.556 eV
frontier orbital gap (alpha / beta): 9.649 / 5.918 eV
spin multiplicity: 1
LUMO level (alpha / beta): -19.13 / -19.91 eV
charge: +3



7.
A structure of composition C3HBrClNS. Source: OMol25; level of theory: ωB97M-V/def2-TZVPD.

Last column: Mulliken charge in e.
Geometry (Å):
Br -1.9753 -0.5928 -2.0185  -0.04
Cl -1.2262 2.6310 0.2050  -0.12
S 0.9082 0.7619 1.2177  -0.05
N 0.2941 -1.2240 -0.3781  -0.44
C 1.1055 -0.8426 0.5622  -0.14
C -0.6058 -0.4759 -0.8372  0.18
C -0.3856 1.2007 0.2961  0.18
H 1.8852 -1.4583 0.9529  0.43

Properties
relative energy (zero: lowest compared OMol25 entry of this formula, charge and spin): 2.100 eV
frontier orbital gap: 7.567 eV
spin multiplicity: 1
LUMO level: -0.17 eV
charge: 0



8.
An isolated molecule of C3HBrClNS. Source: OMol25; level of theory: ωB97M-V/def2-TZVPD.

Last column: Mulliken charge in e.
Geometry (Å):
Br 2.8365 1.6914 -0.2843  -0.04
Cl -0.0811 -3.4262 -0.2642  -0.08
S -1.5823 -0.9914 0.0142  0.01
N 0.2863 0.9397 0.1288  0.04
C 1.2743 1.4199 0.6186  -0.03
C -0.0872 -1.7590 -0.1666  -0.13
C -0.9099 0.6464 0.0099  -0.02
H -1.7367 1.4792 -0.0563  0.27

Properties
relative energy (zero: lowest compared OMol25 entry of this formula, charge and spin): 3.773 eV
frontier orbital gap (alpha / beta): 7.349 / 7.348 eV
spin multiplicity: 1
LUMO level (alpha / beta): -0.88 / -0.88 eV
charge: 0



9.
A structure of composition C3HBrNO2S. Source: OMol25; level of theory: ωB97M-V/def2-TZVPD.

Last column: Mulliken charge in e.
Geometry (Å):
Br 0.9684 -3.9176 0.0681  -0.22
S -1.4486 -0.2476 -1.0747  -0.27
O 0.9715 -1.3891 1.6697  -0.68
O -2.7379 -2.2248 0.9580  -0.14
N -0.3019 -2.5532 0.0941  -0.42
C 0.1362 -1.5165 0.7667  0.74
C -3.3153 -1.4541 0.3489  0.08
C -0.4561 -0.2652 0.3024  -0.44
H -0.0969 0.6452 0.8543  0.35

Properties
frontier orbital gap (alpha / beta): 6.423 / 5.340 eV
spin multiplicity: 3
LUMO level (alpha / beta): 3.40 / 1.47 eV
charge: -1



10.
The ion C3HBrNOS2 with charge -1. Source: OMol25; level of theory: ωB97M-V/def2-TZVPD.

Last column: Mulliken charge in e.
Geometry (Å):
Br -2.7706 0.7283 -0.0577  -0.13
S -1.2334 -2.6873 -0.0883  -0.50
S 0.6198 2.7221 -0.0565  -0.43
O 0.8692 -1.1621 0.0861  -0.30
N 1.3405 0.1571 0.1651  0.02
C -1.0451 0.0723 -0.0008  -0.18
C -0.5246 -1.1791 0.0029  0.18
C 0.4275 1.1136 0.0375  0.11
H 2.3168 0.2352 -0.0882  0.23

Properties
relative energy (zero: lowest compared OMol25 entry of this formula, charge and spin): 0.287 eV
frontier orbital gap: 6.854 eV
spin multiplicity: 1
LUMO level: 3.29 eV
charge: -1



11.
An isolated molecule of C3HCl2N. Source: OMol25; level of theory: ωB97M-V/def2-TZVPD.

Last column: Mulliken charge in e.
Geometry (Å):
Cl 2.4943 0.0202 -0.0972  -0.13
Cl 0.5003 1.9303 0.0092  -0.14
N -2.4692 0.3141 -0.1762  -0.38
C -0.0971 -0.6524 0.1506  -0.52
C -1.4129 -0.1938 -0.0194  0.27
C 0.8553 0.2627 0.0014  0.53
H 0.1293 -1.6811 0.1316  0.36

Properties
relative energy (zero: lowest compared OMol25 entry of this formula, charge and spin): 0.231 eV
frontier orbital gap: 9.948 eV
spin multiplicity: 1
LUMO level: -0.18 eV
charge: 0



12.
An isolated molecule of C3HCl2N3O3. Source: OMol25; level of theory: ωB97M-V/def2-TZVPD.

Last column: Mulliken charge in e.
Geometry (Å):
Cl 2.5442 2.0280 -0.0658  -0.10
Cl -0.4448 -3.2600 0.0525  -0.03
O -0.0992 2.5340 0.0859  -0.62
O 2.6265 -1.1094 0.1597  -0.45
O -2.5802 -1.1334 -0.0204  -0.60
N -0.0037 1.2941 0.0193  0.45
N -1.3707 -0.7741 -0.0445  0.47
N 1.6142 -0.4468 0.1204  0.21
C -0.4523 -1.6750 -0.3243  0.06
C -1.1247 0.5837 -0.0128  -0.21
C 1.3215 0.7829 -0.0140  0.31
H -2.0307 1.1759 0.0441  0.49

Properties
relative energy (zero: lowest compared OMol25 entry of this formula, charge and spin): 5.442 eV
frontier orbital gap (alpha / beta): 7.062 / 6.914 eV
spin multiplicity: 1
LUMO level (alpha / beta): -2.19 / -2.25 eV
charge: 0